1.
ORCA calculation (ωB97M-V with the def2-TZVPD basis set) on C9H22N4PdS2 as an isolated structure at a distorted geometry.

Summary:
Highest occupied orbital energy = 1.99 eV
E_LUMO = 5.0 eV
Gap between HOMO and LUMO = 0.11152 Eh
Electronic energy = -1499.24199 a.u.
Charge = -2

Positions of all 38 atoms, in Å:
Pd 0.728 0.996 -0.259
C -0.891 -1.112 2.607
C -1.227 -2.019 1.416
N -1.868 -1.360 0.312
C -3.329 -1.303 0.443
C -4.000 -0.321 -0.477
S -0.809 2.671 0.427
C -1.403 2.034 2.040
C -0.336 1.293 2.850
N 0.075 -0.031 2.394
H -1.835 -0.749 3.033
H -0.440 -1.771 3.364
H -0.287 -2.470 1.085
H -1.878 -2.830 1.794
H -1.593 -1.739 -0.575
H -3.727 -2.338 0.332
H -3.549 -1.050 1.490
H -3.678 -0.375 -1.520
H -5.088 -0.253 -0.363
H -1.718 2.907 2.620
H -2.289 1.405 1.881
H 0.553 1.925 2.839
H -0.667 1.202 3.894
H 0.374 0.089 1.397
C 3.095 -0.635 -4.257
N 3.431 -0.542 -2.834
C 2.281 -0.754 -1.895
N 1.931 -2.202 -1.887
S 2.837 -0.243 -0.223
H 3.399 0.261 -4.808
H 2.017 -0.750 -4.408
H 3.595 -1.488 -4.732
H 3.814 0.363 -2.602
H 2.230 -2.617 -2.764
H 2.479 -2.631 -1.154
C 1.054 0.096 -2.183
H 0.225 -0.505 -2.543
H 1.266 0.902 -2.881

2.
ORCA calculation (ωB97M-V with the def2-TZVPD basis set) on C9H23CoN3O5 as an isolated structure at a distorted geometry.

Summary:
Highest occupied orbital energy (alpha / beta) = -6.63 / -6.65 eV
<S²> = 3.7562
E_LUMO (alpha / beta) = 0.6 / 0.6 eV
Gap between HOMO and LUMO (alpha / beta) = 0.26570 / 0.26641 Eh
Electronic energy = -2279.92351 a.u.
Multiplicity = 4
Charge = 0

Positions of all 41 atoms, in Å:
Co 11.943 20.418 -12.040
O 11.531 20.917 -10.150
C 12.471 20.258 -9.336
C 13.639 19.538 -10.086
O 13.580 19.409 -11.457
H 11.884 19.423 -8.893
H 12.820 20.835 -8.470
H 13.944 18.642 -9.507
H 14.547 20.139 -9.808
C 10.523 17.517 -11.258
O 10.811 18.455 -12.272
C 11.028 17.847 -13.516
C 11.192 18.942 -14.579
N 12.282 19.776 -14.030
C 12.409 21.109 -14.709
C 13.435 21.934 -13.918
O 12.869 22.181 -12.641
C 13.501 23.214 -11.924
H 11.366 16.831 -11.137
H 9.693 16.863 -11.571
H 10.178 18.028 -10.368
H 10.227 17.168 -13.841
H 11.941 17.238 -13.491
H 10.293 19.535 -14.720
H 11.511 18.451 -15.502
H 13.173 19.397 -14.342
H 11.470 21.659 -14.640
H 12.647 21.030 -15.775
H 13.539 22.910 -14.402
H 14.370 21.363 -13.932
H 13.395 24.193 -12.398
H 14.572 22.988 -11.843
H 13.134 23.240 -10.902
C 9.234 21.822 -12.029
O 10.195 21.349 -12.636
N 9.257 21.866 -10.676
N 8.178 22.434 -12.661
H 8.486 22.207 -10.135
H 10.107 21.447 -10.247
H 7.600 23.058 -12.126
H 8.293 22.664 -13.631

3.
ORCA calculation (ωB97M-V with the def2-TZVPD basis set) on an isolated ion of composition C9H23N2OS and charge +1.

Summary:
Highest occupied orbital energy = -13.33 eV
E_LUMO = -2.6 eV
Gap between HOMO and LUMO = 0.39273 Eh
Electronic energy = -939.37338 a.u.
Charge = +1

Positions of all 36 atoms, in Å:
C 2.283 -2.199 1.277
C 1.399 -2.250 0.038
C 2.037 -1.652 -1.216
C 2.310 -0.156 -1.127
N 1.072 0.636 -1.386
S 0.142 1.036 -0.121
C -0.282 2.762 -0.409
C -0.486 3.491 0.915
N 0.799 3.714 1.554
O -1.230 0.319 -0.476
C -2.017 -0.258 0.636
C -3.216 -0.918 0.001
C -2.846 -2.124 -0.873
H 3.245 -2.677 1.080
H 2.491 -1.179 1.611
H 1.823 -2.717 2.118
H 1.130 -3.286 -0.179
H 0.443 -1.744 0.240
H 2.981 -2.159 -1.437
H 1.385 -1.826 -2.076
H 2.720 0.128 -0.156
H 3.023 0.164 -1.884
H 1.191 1.405 -2.035
H -1.171 2.743 -1.042
H 0.555 3.222 -0.940
H -0.920 4.462 0.671
H -1.229 2.960 1.527
H 1.173 2.865 1.966
H 0.723 4.378 2.315
H -1.372 -0.984 1.136
H -2.293 0.541 1.324
H -3.877 -1.209 0.821
H -3.758 -0.162 -0.571
H -3.353 -3.031 -0.547
H -3.104 -1.966 -1.919
H -1.773 -2.328 -0.834

4.
ORCA calculation (ωB97M-V with the def2-TZVPD basis set) on a 2-piece molecular cluster, C9H23N4O4 overall.

Summary:
Highest occupied orbital energy = -12.12 eV
E_LUMO = -2.8 eV
Gap between HOMO and LUMO = 0.34198 Eh
Electronic energy = -876.48971 a.u.
Charge = +1

Positions of all 40 atoms, in Å:
O 0.621 -1.632 3.866
C -0.393 -0.789 3.350
C -0.696 -1.325 1.953
O -1.923 -0.862 1.423
C -1.997 0.514 1.251
O -0.997 0.930 0.337
C -0.486 2.229 0.560
C 0.659 2.505 -0.440
C 2.040 2.171 0.140
N 2.261 0.686 0.226
C 1.892 -0.063 -1.051
C 1.515 0.939 -2.141
N 0.461 1.838 -1.720
H 0.899 -1.316 4.726
H -0.046 0.255 3.328
H -1.313 -0.824 3.948
H -0.765 -2.412 2.009
H 0.111 -1.088 1.247
H -2.990 0.711 0.839
H -1.874 1.056 2.201
H -1.273 2.983 0.421
H -0.126 2.327 1.598
H 0.675 3.594 -0.593
H 2.838 2.574 -0.483
H 2.149 2.581 1.147
H 1.720 0.306 1.003
H 3.238 0.516 0.452
H 2.744 -0.686 -1.332
H 1.029 -0.695 -0.836
H 2.391 1.502 -2.485
H 1.157 0.354 -2.989
H -0.434 1.372 -1.757
C -1.244 -2.218 -2.448
O -0.279 -1.476 -2.261
N -1.394 -2.913 -3.605
N -2.211 -2.394 -1.511
H -2.169 -3.523 -3.785
H -0.692 -2.799 -4.311
H -2.105 -1.929 -0.626
H -2.997 -3.000 -1.649

5.
ORCA calculation (ωB97M-V with the def2-TZVPD basis set) on C9H24AsN3SSbSe4V as an isolated structure at a distorted geometry.

Summary:
Highest occupied orbital energy (alpha / beta) = -3.60 / -3.48 eV
<S²> = 3.8358
E_LUMO (alpha / beta) = 2.2 / 1.6 eV
Gap between HOMO and LUMO (alpha / beta) = 0.21239 / 0.18650 Eh
Electronic energy = -13945.66469 a.u.
Multiplicity = 4
Charge = -1

Positions of all 44 atoms, in Å:
V 0.228 0.662 -1.140
C -0.450 2.754 1.702
C -1.506 1.737 1.272
N -0.879 0.463 0.875
C -0.091 -0.167 1.944
C 1.252 -0.728 1.434
N 1.858 0.078 0.375
C 2.733 1.171 0.815
C 1.982 2.283 1.548
N 0.749 2.643 0.885
H -0.196 2.622 2.760
H -0.887 3.747 1.599
H -2.049 2.111 0.403
H -2.223 1.587 2.091
H -1.617 -0.144 0.534
H -0.636 -0.987 2.426
H 0.088 0.562 2.732
H 1.070 -1.707 0.997
H 1.938 -0.889 2.278
H 2.399 -0.516 -0.246
H 3.199 1.575 -0.082
H 3.530 0.792 1.472
H 2.670 3.130 1.655
H 1.760 1.952 2.567
H 0.818 3.441 0.261
Se -0.527 3.391 -4.873
Sb -0.569 2.916 -2.513
Se 2.181 1.359 -2.628
Se -2.136 0.674 -2.254
Se -1.056 4.789 -1.078
C -0.988 -2.898 -2.810
As -0.657 -2.280 -1.003
C 0.147 -3.909 -0.277
C -2.444 -2.549 -0.249
S 0.880 -0.208 -3.302
H -1.589 -3.809 -2.803
H -0.035 -3.081 -3.306
H -1.507 -2.111 -3.356
H -0.414 -4.790 -0.593
H 0.156 -3.876 0.814
H 1.177 -4.010 -0.620
H -2.818 -3.545 -0.493
H -3.122 -1.796 -0.653
H -2.420 -2.437 0.838

6.
ORCA calculation (ωB97M-V with the def2-TZVPD basis set) on C9H24ClI2IrN2P2S as an isolated structure at a distorted geometry.

Summary:
Highest occupied orbital energy (alpha / beta) = -13.96 / -15.79 eV
<S²> = 6.0178
E_LUMO (alpha / beta) = -7.1 / -10.0 eV
Gap between HOMO and LUMO (alpha / beta) = 0.25151 / 0.21193 Eh
Electronic energy = -2707.12014 a.u.
Multiplicity = 5
Charge = +2

Positions of all 42 atoms, in Å:
I 0.003 -1.047 -3.412
I -0.001 2.614 -2.889
Ir -0.004 -0.006 -1.047
P -2.116 0.905 -1.003
C -3.053 0.924 -2.535
C -3.123 -0.024 0.155
H -4.068 0.517 0.268
H -3.110 2.829 -0.045
H -2.604 -0.076 1.112
H -1.419 2.639 0.513
H -2.904 -0.024 -3.066
H -3.305 -1.030 -0.229
C -2.088 2.596 -0.350
H -4.116 1.052 -2.272
H -1.750 3.305 -1.114
H -2.725 1.755 -3.174
P 2.103 0.904 -1.008
C 3.051 0.910 -2.529
C 2.081 2.591 -0.350
H 2.568 -0.111 1.114
H 4.042 0.538 0.315
H 3.328 -1.022 -0.237
C 3.114 -0.029 0.171
H 1.403 2.636 0.508
H 3.101 2.817 -0.036
H 4.112 1.031 -2.263
H 2.731 1.743 -3.168
H 1.753 3.301 -1.119
H 2.896 -0.037 -3.058
Cl -0.006 0.635 1.366
S -0.046 -2.240 -0.540
C -0.004 -2.537 1.154
N 1.094 -2.739 1.893
C 0.780 -2.881 3.301
C -0.743 -2.860 3.327
N -1.090 -2.733 1.918
H 2.024 -2.601 1.514
H 1.197 -2.059 3.891
H 1.167 -3.827 3.682
H -1.105 -2.002 3.915
H -1.135 -3.788 3.742
H -2.031 -2.566 1.587